No. 1
A cluster of 2 separate species, C7H17N in total at a distorted geometry. Source: the OMol25 dataset; level of theory: ωB97M-V with the def2-TZVPD basis set.

- max |F| (Eh/bohr) = 0.0481
- relative energy (zero: lowest compared OMol25 entry of this formula, charge and spin) (kJ/mol) = 716.9
- lowest unoccupied orbital energy (hartree) = -0.04989
- HOMO energy (eV) = -6.91
- electronic energy (Ha) = -331.3978

```
25
Properties=species:S:1:pos:R:3:lowdin_charge:R:1
C -0.77105 -0.50441 -0.68788 -0.06
C 0.50041 -0.74398 -1.37202 -0.57
C 0.51997 -0.81111 -2.92211 -0.04
C 1.39006 -1.75487 -0.60913 -0.12
C -1.37501 0.80836 -0.44970 -0.23
N -1.58588 1.15821 1.01695 -0.06
C -0.29097 1.10813 1.75400 -0.31
C -0.50200 1.21065 3.26994 -0.10
H -1.32490 -1.41386 -0.44404 0.12
H 2.24389 0.31684 -1.09288 0.16
H 0.80466 0.32683 -1.12632 0.05
H 0.36598 -1.84422 -3.23447 0.08
H -0.34978 -0.21714 -3.20172 0.08
H 1.47544 -0.37898 -3.22823 0.07
H 1.29529 -1.48343 0.44465 0.06
H 1.02469 -2.78576 -0.70993 0.08
H 2.39981 -1.71748 -0.99351 0.05
H -2.38111 1.02365 -0.82658 0.12
H -0.74248 1.61535 -0.82835 0.11
H -1.98378 0.27865 1.36635 0.09
H 0.31582 0.21362 1.56498 0.09
H 0.24461 2.00035 1.40182 0.11
H 0.51555 1.33974 3.66623 0.07
H -0.69899 0.19823 3.63444 0.07
H -1.09021 2.05664 3.60748 0.07
```

No. 2
A cluster of 2 separate species, CH5NOS2 in total. Source: the OMol25 dataset; level of theory: ωB97M-V with the def2-TZVPD basis set.

- max |F| (Eh/bohr) = 0.0096
- relative energy (zero: lowest compared OMol25 entry of this formula, charge and spin) (kJ/mol) = 16.8
- lowest unoccupied orbital energy (hartree) = 0.01389
- SMILES = NC=O.SS
- HOMO energy (eV) = -9.28
- electronic energy (Ha) = -967.4710

```
10
Properties=species:S:1:pos:R:3:lowdin_charge:R:1
S -0.76173 3.53731 1.05225 0.22
S -0.89020 2.48296 -0.73031 0.22
H 0.53706 3.29164 1.26738 -0.22
H -1.65832 1.52564 -0.20608 -0.22
C -0.12126 -1.97494 0.00248 -0.44
N 1.08265 -1.60860 -0.47543 0.12
O -1.12830 -2.04524 -0.66748 0.00
H -0.10245 -2.20647 1.09060 0.13
H 1.14968 -1.41793 -1.46081 0.11
H 1.89288 -1.58436 0.12740 0.10
```

No. 3
A structure of composition C2Br3ClF2 at a distorted geometry. Source: the OMol25 dataset; level of theory: ωB97M-V with the def2-TZVPD basis set.

- max |F| (Eh/bohr) = 0.0844
- relative energy (zero: lowest compared OMol25 entry of this formula, charge and spin) (kJ/mol) = 347.3
- lowest unoccupied orbital energy (alpha / beta) (hartree) = -0.09657 / -0.09683
- HOMO energy (alpha / beta) (eV) = -10.09 / -10.08
- electronic energy (Ha) = -8458.0212

```
8
Properties=species:S:1:pos:R:3:lowdin_charge:R:1
C 0.39875 -0.55063 -0.38520 -0.88
C -0.84804 -0.57573 0.37336 -1.54
F 0.73560 1.73533 -0.09010 -0.51
F 0.27894 -0.42346 -1.66791 0.06
Cl -0.48690 -0.56932 2.17317 0.55
Br 2.14026 -0.99343 0.20291 0.90
Br -1.97397 0.93577 0.08453 0.76
Br -1.84662 -2.17790 -0.38482 0.66
```

No. 4
A structure of composition C41H40Cl3N12NaO9. Source: the OMol25 dataset; level of theory: ωB97M-V with the def2-TZVPD basis set.

- max |F| (Eh/bohr) = 0.0135
- relative energy (zero: lowest compared OMol25 entry of this formula, charge and spin) (kJ/mol) = 375.6
- net charge = -2
- lowest unoccupied orbital energy (alpha / beta) (hartree) = 0.11790 / 0.11806
- HOMO energy (alpha / beta) (eV) = -2.05 / -3.52
- electronic energy (Ha) = -4463.5064

```
106
Properties=species:S:1:pos:R:3:lowdin_charge:R:1
Na -0.61401 0.93854 -1.53591 0.32
N -3.00711 0.72057 -2.44891 0.04
N -3.36038 0.18504 -3.69555 -0.02
C -2.36168 -0.44008 -4.42640 -0.41
N -2.80932 -1.09035 -5.55675 0.14
N -1.14646 -0.34918 -4.01013 0.17
N -0.14934 -0.80274 -4.83505 -0.26
O 1.07207 -0.60741 -4.22495 0.02
O -0.18812 -0.75605 -6.09711 -0.03
H -3.44838 0.24246 -1.66668 0.04
H -3.19011 1.71526 -2.40654 0.08
H -4.25552 -0.28361 -3.73982 0.13
H -3.63646 -0.67172 -5.95569 0.09
H -2.05971 -1.21192 -6.23045 0.06
Cl 0.11746 8.42462 -1.69949 0.58
C -0.46714 6.77064 -1.63752 -0.70
C -1.58936 6.48174 -0.86365 -0.17
C -2.02918 5.17362 -0.80961 -0.58
Cl -3.41045 4.81663 0.19962 0.66
C -1.40714 4.07740 -1.46884 -0.40
O -1.76033 2.87436 -1.28296 -0.12
C -0.29930 4.45574 -2.35190 -0.13
C 0.35089 3.56201 -3.20468 -0.03
O -0.17508 2.32015 -3.51852 -0.04
C 0.16572 5.79772 -2.36455 -0.09
H -2.09512 7.25544 -0.30475 0.09
H 1.21741 3.85421 -3.78176 0.12
H 1.01540 6.05480 -2.98495 0.10
O 1.34877 -4.42227 2.54849 -0.02
C 0.22254 -4.34055 2.03789 -0.67
O -0.86561 -4.80992 2.47110 -0.07
C 0.09324 -3.47358 0.77575 -0.12
C -1.12842 -3.38768 0.11196 -0.04
C -1.29695 -2.40371 -0.84159 -0.15
N -0.35605 -1.51682 -1.15754 0.11
C 0.85316 -1.66788 -0.60899 -0.17
C 1.11937 -2.64041 0.35269 0.05
C 1.94507 -0.69292 -1.06859 -0.63
O 3.07070 -1.17867 -1.25246 -0.01
O 1.58340 0.50818 -1.23902 -0.08
H -1.93583 -4.04735 0.40331 0.11
H -2.25049 -2.28357 -1.35163 0.10
H 2.10254 -2.71241 0.79556 0.12
N 8.80741 -1.37898 -5.17186 0.12
C 7.72461 -0.98773 -5.17032 -0.21
C 6.38505 -0.47981 -5.19223 -0.25
C 5.47624 -0.78329 -4.17561 0.00
C 4.18572 -0.30007 -4.21083 0.03
C 3.77537 0.52001 -5.27257 -0.17
C 4.69045 0.83010 -6.28854 -0.02
C 5.97569 0.33272 -6.24773 -0.05
N 2.48199 1.00242 -5.32113 0.03
C 1.97360 1.97040 -6.20081 -0.04
C 0.80950 2.42053 -5.73313 -0.06
N 0.47938 1.69519 -4.58374 -0.05
C 1.53326 0.78639 -4.25728 -0.21
H 5.77262 -1.40736 -3.34319 0.13
H 3.52278 -0.57593 -3.39671 0.09
H 4.40026 1.46264 -7.11477 0.09
H 6.67380 0.57550 -7.03835 0.11
H 2.43655 2.18351 -7.14632 0.10
H 0.10824 3.10846 -6.17076 0.13
H 1.93639 0.91346 -3.24785 0.15
C -0.89036 -2.80097 6.12438 -0.02
C -2.01991 -1.84623 5.72517 -0.51
C -3.30726 -2.30188 6.42855 -0.05
C -1.66036 -0.44418 6.22725 -0.04
C -2.23762 -1.93273 4.17718 -0.42
O -2.63025 -3.27204 3.88621 -0.04
C -0.99363 -1.64624 3.32938 -0.09
C -0.32207 -0.26328 3.32644 -0.10
C 1.01245 -0.20182 4.03431 -0.22
C 1.94145 -1.23737 3.93001 -0.01
C 3.17142 -1.15685 4.56603 -0.09
C 3.47955 -0.03075 5.30755 -0.67
Cl 5.02270 0.06867 6.12816 0.61
C 2.58882 1.02118 5.41439 -0.12
C 1.36262 0.92434 4.77343 -0.05
C -3.45583 -1.05017 3.78477 -0.05
N -3.43446 -0.43593 2.46781 -0.11
C -3.57821 -1.00773 1.26235 -0.13
N -3.57595 -0.08157 0.32099 0.07
C -3.42691 1.06110 1.02089 -0.22
N -3.34689 0.90944 2.32170 0.12
H -0.81230 -2.83971 7.21451 0.08
H 0.07390 -2.46764 5.73682 0.08
H -1.07915 -3.80626 5.74889 0.10
H -3.13061 -2.36039 7.50539 0.08
H -3.61231 -3.28341 6.06953 0.08
H -4.13206 -1.60147 6.27289 0.08
H -1.71295 -0.43585 7.31935 0.08
H -2.33525 0.33401 5.86399 0.08
H -0.64378 -0.16694 5.95229 0.06
H -1.93109 -3.76973 3.39139 0.06
H -1.28177 -1.88166 2.30837 0.10
H -0.26619 -2.40850 3.60044 0.10
H -0.98142 0.51305 3.71939 0.10
H -0.13987 0.01418 2.28249 0.13
H 1.72050 -2.13300 3.35903 0.10
H 3.88255 -1.96702 4.48168 0.11
H 2.84912 1.89854 5.99041 0.10
H 0.65815 1.74455 4.85284 0.12
H -3.63074 -0.23022 4.47539 0.11
H -4.31826 -1.71469 3.81705 0.13
H -3.65764 -2.07426 1.12847 0.13
H -3.35178 2.03497 0.56278 0.06
```

No. 5
A cluster of 2 separate species, C17H40BCl2N3O4P in total at a distorted geometry. Source: the OMol25 dataset; level of theory: ωB97M-V with the def2-TZVPD basis set.

- max |F| (Eh/bohr) = 0.0508
- relative energy (zero: lowest compared OMol25 entry of this formula, charge and spin) (kJ/mol) = 0.0
- net charge = +1
- lowest unoccupied orbital energy (hartree) = -0.16236
- HOMO energy (eV) = -11.03
- electronic energy (Ha) = -2423.3412

```
68
Properties=species:S:1:pos:R:3:lowdin_charge:R:1
C 9.25769 0.86252 -0.38191 -0.15
C 7.87620 0.66614 -1.05572 -0.43
P 7.00376 -0.56166 -0.00855 0.97
C 6.45809 0.43340 1.44512 -0.26
N 5.50064 -1.10520 -0.88133 -0.02
C 4.52033 -0.28445 -1.21790 -0.33
N 4.64622 1.05775 -1.30245 0.22
N 3.24307 -0.82609 -1.59074 -0.07
C 2.67551 -1.76102 -0.61893 -0.16
C 1.30315 -2.24474 -1.02420 -0.18
C 0.72439 -3.22099 0.01752 -0.19
C -0.06717 -2.43589 1.09331 -0.19
C -1.53913 -2.24198 0.64432 -0.20
C -2.03002 -0.78484 0.80488 -0.20
C -3.53640 -0.73700 1.16016 -0.20
C -4.29673 0.37794 0.41823 -0.21
C -5.01826 -0.19667 -0.81001 -0.18
C -5.72329 0.88642 -1.61413 -0.23
O -6.68493 1.55013 -0.80450 -0.19
C -6.30968 2.87710 -0.47436 -0.13
O 3.53143 -1.49687 -2.80529 0.12
B 2.78225 -0.96987 -3.87582 -0.76
O 2.13430 -1.87457 -4.69433 0.20
O 2.78626 0.36806 -4.13720 0.21
H 9.52486 -0.01893 0.19826 0.05
H 9.16598 1.68112 0.32769 0.07
H 10.02089 1.11861 -1.10556 0.08
H 7.94653 0.30353 -2.07765 0.08
H 7.36519 1.62614 -1.01282 0.06
H 5.47470 0.15240 1.80946 0.04
H 7.20669 0.22367 2.20465 0.04
H 6.52260 1.50099 1.24091 0.04
H 5.15307 -1.92364 -0.38432 0.10
H 4.01551 1.64805 -0.79052 0.14
H 5.31462 1.45129 -1.94240 0.12
H 2.58757 -1.25710 0.34385 0.14
H 3.30932 -2.65488 -0.53823 0.13
H 1.32608 -2.74724 -1.99104 0.11
H 0.60653 -1.40885 -1.12562 0.12
H 1.55072 -3.77698 0.46325 0.11
H 0.05996 -3.92414 -0.47319 0.11
H 0.37762 -1.44204 1.14970 0.09
H -0.00129 -2.96536 2.03789 0.11
H -2.16629 -2.86837 1.27360 0.11
H -1.63717 -2.54904 -0.39454 0.11
H -1.44720 -0.32113 1.59532 0.10
H -1.92293 -0.25137 -0.13951 0.10
H -3.59601 -0.55749 2.23290 0.11
H -4.02212 -1.68435 0.93716 0.10
H -5.03440 0.80820 1.09064 0.09
H -3.61927 1.16578 0.08639 0.11
H -4.26421 -0.69425 -1.42334 0.12
H -5.76240 -0.90167 -0.44390 0.12
H -5.00583 1.61580 -1.99409 0.12
H -6.24823 0.40623 -2.44074 0.12
H -6.91828 3.19122 0.36409 0.05
H -6.46448 3.53106 -1.33586 0.09
H -5.26653 2.94558 -0.16763 0.06
H 1.24182 -2.01402 -4.36362 0.11
H 1.89193 0.68962 -4.27219 0.12
Cl -6.49088 3.15137 6.06777 0.54
C -7.54171 2.93390 4.64567 -0.66
C -6.80010 2.33371 3.48016 -0.65
Cl -5.58906 3.45514 2.80287 0.57
H -7.96559 3.90150 4.39059 0.07
H -8.34953 2.26847 4.94475 0.07
H -7.50033 2.10059 2.67826 0.07
H -6.28605 1.41922 3.76484 0.07
```

No. 6
A cluster of 2 separate species, C3H10N2 in total at a distorted geometry. Source: the OMol25 dataset; level of theory: ωB97M-V with the def2-TZVPD basis set.

- max |F| (Eh/bohr) = 0.0453
- relative energy (zero: lowest compared OMol25 entry of this formula, charge and spin) (kJ/mol) = 166.6
- lowest unoccupied orbital energy (hartree) = 0.03769
- SMILES = C=NC.CN
- HOMO energy (eV) = -8.70
- electronic energy (Ha) = -229.7458

```
15
Properties=species:S:1:pos:R:3:lowdin_charge:R:1
C -2.19878 0.88012 1.16621 -0.22
N -2.41216 -0.35481 0.44801 -0.06
H -2.98960 1.25122 1.81317 0.06
H -1.19829 0.95509 1.61256 0.06
H -2.14365 1.69094 0.41591 0.07
H -2.57358 -1.18033 0.97451 0.05
H -1.79256 -0.39133 -0.33105 0.03
C 2.48054 -0.90488 -0.08054 -0.13
C 1.16172 0.27915 -1.56162 -0.11
N 1.28512 -0.84899 -0.99306 -0.08
H 2.66837 0.10510 0.27395 0.06
H 2.30067 -1.61865 0.71668 0.06
H 3.31625 -1.29391 -0.66409 0.07
H 0.29937 0.26897 -2.23340 0.06
H 1.79657 1.16230 -1.55724 0.07
```

Repeat the third record exactly.
A structure of composition C2Br3ClF2 at a distorted geometry. Source: the OMol25 dataset; level of theory: ωB97M-V with the def2-TZVPD basis set.

- max |F| (Eh/bohr) = 0.0844
- relative energy (zero: lowest compared OMol25 entry of this formula, charge and spin) (kJ/mol) = 347.3
- lowest unoccupied orbital energy (alpha / beta) (hartree) = -0.09657 / -0.09683
- HOMO energy (alpha / beta) (eV) = -10.09 / -10.08
- electronic energy (Ha) = -8458.0212

```
8
Properties=species:S:1:pos:R:3:lowdin_charge:R:1
C 0.39875 -0.55063 -0.38520 -0.88
C -0.84804 -0.57573 0.37336 -1.54
F 0.73560 1.73533 -0.09010 -0.51
F 0.27894 -0.42346 -1.66791 0.06
Cl -0.48690 -0.56932 2.17317 0.55
Br 2.14026 -0.99343 0.20291 0.90
Br -1.97397 0.93577 0.08453 0.76
Br -1.84662 -2.17790 -0.38482 0.66
```

- Which formula does entry 3 have?
  C2Br3ClF2

- Which value of relative energy (zero: lowest compared OMol25 entry of this formula, charge and spin) does entry 5 give?
  0.0 kJ/mol